{"formula": "C64H69F20N10O4S2", "method": "wB97M-V/def2-TZVPD", "species": ["C", "C", "C", "C", "C", "C", "C", "C", "C", "C", "O", "N", "O", "N", "C", "C", "C", "F", "F", "C", "F", "F", "C", "F", "F", "C", "F", "F", "C", "F", "F", "C", "F", "F", "C", "F", "F", "C", "F", "F", "F", "C", "C", "C", "S", "S", "O", "O", "C", "F", "F", "F", "H", "H", "H", "H", "H", "H", "H", "H", "H", "H", "H", "H", "H", "H", "H", "H", "H", "H", "H", "H", "H", "H", "H", "H", "H", "H", "H", "H", "H", "N", "C", "C", "C", "C", "C", "H", "H", "H", "H", "H", "N", "C", "C", "C", "C", "C", "H", "H", "H", "H", "H", "N", "C", "C", "C", "C", "C", "H", "H", "H", "H", "H", "N", "C", "C", "C", "C", "C", "H", "H", "H", "H", "H", "N", "C", "C", "C", "C", "C", "H", "H", "H", "H", "H", "N", "C", "C", "C", "C", "C", "H", "H", "H", "H", "H", "N", "C", "C", "C", "C", "C", "H", "H", "H", "H", "H", "N", "C", "C", "C", "C", "C", "H", "H", "H", "H", "H"], "positions_angstrom": [[6.0622, -2.4350, 0.7504], [5.6471, -3.6018, -0.1667], [4.1143, -3.6543, -0.3563], [3.6421, -3.7948, -1.8063], [4.1596, -2.6526, -2.7062], [3.2087, -1.4374, -2.7827], [3.3441, -0.4969, -1.5623], [3.2833, 0.9995, -1.9170], [2.7480, 1.9525, -0.7835], [1.2242, 2.0705, -0.9373], [0.6749, 0.7716, -1.1235], [-0.7895, 0.8715, -0.8990], [-1.3648, 0.4211, -1.7845], [3.2440, 1.4718, 0.5652], [2.4512, 1.8340, 1.8150], [1.2340, 0.9558, 2.1172], [1.6018, -0.4948, 2.4585], [1.5107, -1.2918, 1.3609], [2.9208, -0.5238, 2.8471], [0.7958, -1.1537, 3.6135], [0.8114, -0.2718, 4.6348], [1.4000, -2.2820, 4.0142], [-0.6906, -1.4814, 3.2574], [-1.1343, -0.5317, 2.3945], [-1.4141, -1.3851, 4.3827], [-0.9351, -2.9172, 2.6745], [-1.0080, -3.7574, 3.7213], [0.0716, -3.3271, 1.8861], [-2.2761, -3.0539, 1.8872], [-2.4818, -4.3706, 1.7029], [-3.2540, -2.5692, 2.6603], [-2.3147, -2.3546, 0.4754], [-3.1098, -1.2754, 0.5269], [-1.0698, -1.9378, 0.1435], [-2.7917, -3.2461, -0.7101], [-1.9336, -4.2569, -0.8722], [-2.7143, -2.4450, -1.7916], [-4.2587, -3.8001, -0.6143], [-4.8906, -3.5985, -1.7518], [-4.9221, -3.1686, 0.3544], [-4.2508, -5.0890, -0.3517], [4.7015, 1.9695, 0.6566], [4.8944, 3.0198, -0.4397], [3.4981, 3.3301, -0.9796], [3.5791, 3.9486, -2.6575], [2.8456, 4.6988, 0.1007], [3.5009, 4.6256, 1.3837], [1.4096, 4.7506, 0.0361], [3.4429, 6.3359, -0.6170], [3.2873, 7.1764, 0.3743], [2.7145, 6.7209, -1.6322], [4.7165, 6.2861, -0.9559], [6.9316, -2.6866, 1.3681], [5.2459, -2.1545, 1.4208], [6.3482, -1.5929, 0.1136], [6.1761, -3.5273, -1.1208], [5.9675, -4.5324, 0.2987], [3.7152, -4.4809, 0.2458], [3.6737, -2.7420, 0.0551], [3.9586, -4.7645, -2.2080], [2.5444, -3.7835, -1.8118], [4.3236, -3.0418, -3.7171], [5.1415, -2.3122, -2.3552], [3.3958, -0.8695, -3.6997], [2.1808, -1.8089, -2.8229], [2.6017, -0.7570, -0.8130], [4.3241, -0.7030, -1.0993], [2.6273, 1.1285, -2.7821], [4.2838, 1.3151, -2.2219], [1.0096, 2.6985, -1.8085], [0.7525, 2.5441, -0.0732], [3.3582, 0.4571, 0.5970], [3.1620, 1.7607, 2.6403], [2.1562, 2.8760, 1.7596], [0.7412, 1.4115, 2.9814], [0.4898, 0.9369, 1.3225], [4.8854, 2.3787, 1.6487], [5.3544, 1.1100, 0.4857], [5.4884, 2.6099, -1.2660], [5.4373, 3.8992, -0.0939], [2.2646, 4.1082, -2.8509], [0.9174, 3.0846, -5.3464], [-0.3721, 3.0577, -5.6820], [-0.9414, 3.9297, -6.5983], [-0.1354, 4.8870, -7.1936], [1.2077, 4.9320, -6.8520], [1.6781, 4.0077, -5.9341], [-0.9754, 2.2993, -5.1955], [-1.9938, 3.8585, -6.8351], [-0.5466, 5.5863, -7.9094], [1.8753, 5.6630, -7.2863], [2.7258, 4.0003, -5.6467], [5.4086, 1.9737, 3.9023], [5.2688, 0.6927, 4.2484], [5.0464, 0.2684, 5.5484], [4.9834, 1.2245, 6.5501], [5.1363, 2.5592, 6.2082], [5.3414, 2.8830, 4.8763], [5.3345, -0.0285, 3.4408], [4.9279, -0.7842, 5.7661], [4.8164, 0.9348, 7.5792], [5.0944, 3.3378, 6.9569], [5.4579, 3.9171, 4.5718], [8.4353, -5.9530, 0.0983], [9.7434, -6.1371, 0.2643], [10.2840, -6.9512, 1.2490], [9.4211, -7.6082, 2.1116], [8.0566, -7.4249, 1.9522], [7.6200, -6.5922, 0.9332], [10.3892, -5.6074, -0.4273], [11.3559, -7.0655, 1.3340], [9.8046, -8.2516, 2.8927], [7.3443, -7.9159, 2.6009], [6.5595, -6.4336, 0.7724], [-9.2542, -3.6474, -0.0403], [-8.2394, -2.9383, 0.4502], [-8.3707, -1.6553, 0.9587], [-9.6233, -1.0642, 0.9636], [-10.6917, -1.7916, 0.4603], [-10.4567, -3.0722, -0.0238], [-7.2716, -3.4218, 0.4253], [-7.5049, -1.1291, 1.3395], [-9.7636, -0.0665, 1.3613], [-11.6908, -1.3769, 0.4425], [-11.2710, -3.6679, -0.4223], [7.5234, 0.3848, -1.1965], [7.1557, 0.4256, -2.4781], [7.8663, 1.0945, -3.4615], [9.0263, 1.7612, -3.0950], [9.4247, 1.7227, -1.7685], [8.6449, 1.0211, -0.8608], [6.2480, -0.1167, -2.7299], [7.5223, 1.0870, -4.4863], [9.6121, 2.2945, -3.8319], [10.3251, 2.2223, -1.4394], [8.9296, 0.9639, 0.1842], [-8.1396, 0.5736, -4.3135], [-6.8856, 0.2425, -4.0100], [-6.5484, -0.8648, -3.2485], [-7.5741, -1.6529, -2.7498], [-8.8836, -1.3252, -3.0582], [-9.1109, -0.2144, -3.8589], [-6.1169, 0.9100, -4.3857], [-5.5118, -1.0856, -3.0307], [-7.3521, -2.5106, -2.1293], [-9.7095, -1.9174, -2.6884], [-10.1209, 0.0728, -4.1312], [-10.4958, 1.3736, 3.3520], [-11.4760, 0.8940, 4.1149], [-11.7821, 1.3919, 5.3722], [-11.0293, 2.4442, 5.8672], [-10.0038, 2.9525, 5.0858], [-9.7791, 2.3849, 3.8413], [-12.0438, 0.0701, 3.6964], [-12.5924, 0.9631, 5.9452], [-11.2376, 2.8605, 6.8441], [-9.3887, 3.7721, 5.4309], [-8.9829, 2.7587, 3.2058], [-7.8743, 4.0174, -1.5948], [-8.2715, 2.7637, -1.8056], [-9.0301, 2.0389, -0.8952], [-9.4046, 2.6434, 0.2923], [-8.9992, 3.9492, 0.5236], [-8.2387, 4.5865, -0.4471], [-7.9940, 2.2925, -2.7406], [-9.3257, 1.0229, -1.1259], [-10.0066, 2.1082, 1.0171], [-9.2682, 4.4688, 1.4339], [-7.9086, 5.6095, -0.3000]], "forces_ev_per_angstrom": [[0.37, -0.19, -0.39], [-0.30, -0.03, 0.58], [0.08, -0.11, -0.10], [0.20, 0.19, 0.09], [-0.33, -0.02, -0.26], [0.23, -0.11, 0.33], [0.52, 0.01, 0.22], [-0.17, -0.30, 0.26], [-0.22, 0.16, -1.19], [0.06, -0.25, 0.76], [0.04, 0.03, -0.37], [-0.12, 0.27, -0.25], [0.15, -0.20, 0.31], [0.56, 0.27, 0.69], [-0.12, -0.12, 0.14], [0.00, -0.11, -0.03], [0.32, 0.20, -0.06], [0.13, 0.24, 0.06], [-0.34, -0.28, -0.04], [0.00, 0.12, -0.23], [-0.07, -0.12, 0.03], [0.06, 0.08, -0.01], [0.01, -0.07, 0.27], [-0.04, -0.16, 0.04], [0.08, 0.06, -0.15], [-0.01, -0.08, 0.05], [-0.02, 0.08, -0.10], [-0.04, -0.03, 0.15], [0.13, 0.12, -0.16], [-0.02, -0.02, 0.07], [-0.10, 0.02, -0.01], [-0.10, 0.03, 0.14], [0.12, 0.02, 0.03], [-0.10, -0.01, -0.08], [0.01, 0.21, -0.07], [0.09, -0.07, -0.07], [-0.03, -0.04, 0.00], [0.32, 0.11, 0.11], [-0.22, 0.07, -0.43], [-0.06, 0.12, 0.26], [0.03, -0.41, 0.11], [0.19, 0.22, -0.12], [0.45, -0.26, -0.55], [-0.16, 0.14, 0.80], [0.10, -0.07, -0.33], [-0.17, 0.01, 0.28], [-0.08, -0.02, -0.31], [0.23, -0.03, -0.16], [-0.01, -0.50, 0.07], [-0.08, 0.52, 0.56], [-0.37, 0.14, -0.48], [0.48, -0.08, -0.06], [-0.10, 0.06, -0.14], [0.02, 0.05, 0.01], [-0.10, 0.24, 0.31], [-0.06, -0.10, 0.15], [0.05, 0.02, -0.19], [-0.05, 0.17, -0.12], [-0.04, 0.02, 0.05], [0.00, 0.15, 0.06], [0.12, -0.12, -0.12], [-0.11, 0.09, 0.09], [-0.08, -0.05, -0.09], [0.02, -0.05, 0.06], [0.01, 0.17, -0.20], [-0.26, -0.08, 0.00], [-0.13, 0.09, -0.01], [0.06, 0.15, 0.14], [-0.19, -0.03, -0.06], [0.12, -0.09, 0.02], [0.03, 0.06, -0.10], [-0.42, -0.11, -0.48], [-0.04, 0.04, -0.17], [-0.07, -0.12, -0.10], [0.15, -0.04, -0.07], [0.15, -0.03, 0.02], [-0.12, -0.19, 0.02], [-0.08, 0.03, 0.06], [-0.05, 0.01, 0.20], [-0.20, -0.07, 0.12], [-0.14, -0.02, -0.04], [-0.01, 0.06, 0.13], [0.02, 0.00, -0.01], [0.01, 0.00, -0.01], [0.00, 0.00, 0.02], [-0.08, -0.04, -0.01], [0.11, -0.04, 0.12], [-0.02, 0.00, -0.01], [0.00, -0.01, 0.00], [0.00, 0.00, 0.00], [0.01, -0.01, -0.01], [0.02, 0.04, -0.07], [-0.09, -0.02, 0.00], [0.03, 0.04, -0.02], [0.02, 0.02, 0.02], [-0.02, 0.00, -0.01], [0.00, -0.02, 0.00], [0.00, 0.01, -0.02], [0.03, -0.03, 0.01], [0.02, 0.00, -0.01], [0.00, 0.00, 0.00], [0.01, 0.01, 0.00], [-0.01, 0.00, 0.01], [-0.01, 0.03, 0.02], [-0.02, 0.00, 0.00], [-0.02, -0.01, 0.01], [0.00, 0.01, 0.00], [0.05, 0.00, 0.00], [0.02, -0.04, -0.01], [0.01, -0.01, 0.01], [0.00, 0.00, -0.01], [0.00, 0.00, 0.00], [-0.01, -0.01, -0.01], [-0.02, -0.06, 0.04], [-0.07, 0.07, 0.00], [-0.08, 0.00, -0.02], [0.08, 0.03, 0.01], [-0.04, -0.02, -0.03], [0.04, -0.02, 0.00], [0.02, 0.01, -0.02], [0.00, -0.03, 0.05], [0.01, 0.00, 0.00], [-0.03, -0.07, 0.05], [-0.01, -0.01, -0.01], [-0.01, 0.02, 0.00], [-0.18, 0.08, -0.01], [-0.04, -0.04, 0.04], [0.04, 0.04, 0.02], [-0.01, -0.01, 0.00], [0.01, 0.00, -0.02], [-0.05, 0.01, 0.02], [0.01, 0.00, -0.02], [-0.01, -0.01, -0.01], [0.00, 0.00, 0.00], [0.01, -0.01, 0.01], [0.01, 0.01, -0.01], [0.06, -0.11, -0.15], [-0.03, 0.02, -0.05], [-0.08, 0.07, 0.09], [0.10, -0.11, 0.03], [0.02, -0.02, -0.05], [-0.01, 0.05, 0.09], [0.01, -0.03, -0.02], [0.00, -0.01, -0.02], [-0.06, -0.03, -0.02], [0.00, -0.01, -0.01], [0.00, -0.01, 0.01], [0.03, 0.07, 0.02], [-0.01, -0.03, -0.04], [0.01, 0.01, 0.01], [0.00, 0.00, -0.01], [-0.02, -0.02, 0.02], [0.01, -0.01, 0.02], [-0.01, 0.00, 0.02], [0.00, -0.01, -0.01], [0.00, 0.00, 0.00], [0.01, 0.00, -0.01], [0.00, -0.01, 0.00], [0.04, -0.02, -0.01], [-0.09, -0.12, 0.10], [-0.01, 0.01, -0.03], [-0.05, -0.02, 0.01], [0.04, 0.00, -0.05], [0.00, 0.00, 0.00], [0.05, 0.25, 0.00], [0.02, 0.01, -0.01], [0.01, 0.05, 0.03], [-0.02, 0.03, -0.02], [0.00, 0.00, 0.02]], "homo_energy_ev": -10.5, "charge": 1, "homo_lumo_gap_ev": 7.8, "total_energy_ev": -166588.48674, "spin_multiplicity": 1, "fmax_ha_per_bohr": 0.0238}